Formula: C3H4CrLiO4
Source: OMol25
Level of theory: ωB97M-V/def2-TZVPD

Each line ends with the Mulliken spin population.
Atoms and positions in Å:
Cr (0.25142, 0.21059, -0.67714)  3.888
O (-0.57536, -2.42962, 2.15805)  0.003
O (-0.01879, -0.95454, 0.66269)  -0.021
O (0.34888, 1.20995, -2.28511)  -0.034
O (-0.72646, -0.28514, 2.67152)  0.005
C (0.75652, 2.56707, -2.70961)  0.009
C (0.99689, 1.38388, -3.50036)  0.119
C (-0.51549, -1.14910, 1.80796)  0.001
Li (-0.74929, 1.42195, 3.20649)  0.002
H (-0.78002, -2.48371, 3.10716)  -0.001
H (1.55334, 2.98731, -2.09128)  0.018
H (1.89510, 0.81687, -3.75060)  0.009
H (-0.09688, 3.20826, -2.93449)  0.003

As for the charge: +3. The spin multiplicity is 5. As for the orbital gap (spin up / spin down): 0.1705 / 0.1899 hartree. The calculation puts the LUMO energy (spin up / spin down) at -17.55 / -17.11 eV. Its expectation value of S² is 6.04.



Formula: C34H43BCrN7O3S4
Source: OMol25
Level of theory: ωB97M-V/def2-TZVPD

Each line ends with the Mulliken spin population.
Atoms and positions in Å:
Cr (-0.75854, -3.03771, 0.56054)  1.337
S (-1.82475, -2.44330, 2.43850)  -0.175
S (-2.45094, -2.54752, -0.87459)  -0.038
S (1.34725, -2.29029, 1.20905)  -0.054
S (3.26180, -5.79136, 0.03150)  0.000
O (4.23216, -4.82190, 0.44237)  -0.001
O (-0.00198, -4.14431, -0.59757)  0.009
O (3.32804, -7.14343, 0.46216)  0.001
N (1.75118, -5.15096, 0.42709)  0.012
N (0.24196, 0.42759, -1.33537)  -0.004
N (0.39099, -0.44904, -0.33898)  0.015
N (0.20896, 0.84958, 2.22809)  0.008
N (-0.51748, -0.23292, 2.04880)  -0.017
N (-2.32517, 1.13102, 0.40870)  0.008
N (-2.10486, -0.14407, 0.08881)  -0.005
C (-4.07311, -0.33408, -1.20376)  0.011
C (-3.19798, 3.40364, 1.75438)  0.001
C (-4.29184, 0.98074, -0.90224)  0.002
C (1.67784, 2.71510, 5.09235)  0.000
C (3.02598, -5.66971, -1.72519)  -0.002
C (3.86206, -6.02891, -2.75815)  0.000
C (2.20720, 2.73453, -3.10129)  0.001
C (-0.08904, 0.49544, 4.55292)  0.001
C (0.45096, 1.22326, 3.47280)  -0.004
C (1.31555, 2.46383, 3.62888)  -0.005
C (-0.82976, -0.64687, 4.35223)  -0.016
C (1.33559, -4.83941, -3.22590)  0.001
C (1.50235, -1.13347, -0.06477)  0.043
C (2.16534, -5.19807, -4.28259)  0.001
C (0.52379, 3.66124, 3.07973)  -0.001
C (-5.06963, 3.58491, 0.10968)  0.000
C (1.79019, -5.08819, -1.94281)  -0.008
C (-3.40565, 1.70399, -0.06458)  -0.001
C (-0.99826, -1.01344, 3.01208)  0.041
C (-2.90847, -0.90407, -0.64283)  0.018
C (-0.24442, 2.26237, -3.25463)  0.001
C (1.36886, 0.84764, -4.54069)  0.000
C (2.59949, 2.27140, 2.81003)  0.001
C (1.14623, 1.63251, -3.23783)  0.001
C (-2.70836, 3.99156, -0.63622)  0.001
C (2.53429, 0.01727, -1.82181)  0.008
C (1.29292, 0.66498, -2.07997)  -0.003
C (3.40746, -5.78399, -4.05179)  0.000
C (3.93305, -1.64076, -0.50240)  -0.007
C (2.67461, -0.89320, -0.81216)  0.018
C (1.14903, -4.81789, -0.64134)  0.002
C (-3.61023, 3.16617, 0.29731)  -0.001
C (-1.38877, -1.48336, 5.45871)  -0.005
C (-4.98242, -1.15524, -2.06070)  -0.001
B (-0.77831, -0.68856, 0.60230)  -0.191
H (3.38191, 0.23845, -2.45747)  0.000
H (-0.42595, 3.78065, 3.60478)  0.000
H (2.06883, 3.46685, -3.89628)  0.000
H (-1.02349, 1.50425, -3.34631)  0.000
H (-0.31826, 2.93295, -4.11031)  0.000
H (3.22244, 2.34631, -3.19187)  0.000
H (1.83825, -5.03330, -5.30012)  0.000
H (2.37283, 2.08998, 1.75900)  0.000
H (-3.26421, 4.46924, 1.97384)  0.000
H (4.02805, -6.06030, -4.89333)  0.000
H (0.36093, -4.40236, -3.39879)  -0.001
H (4.28636, -1.39632, 0.50131)  0.000
H (0.10402, 0.82716, 5.56343)  0.000
H (-2.95113, 3.81543, -1.68619)  0.000
H (-0.97474, -2.49255, 5.42208)  0.001
H (-5.19831, 4.59855, 0.48741)  0.000
H (-2.84706, 5.05347, -0.43217)  0.000
H (0.61659, 0.06570, -4.66050)  0.000
H (-1.15896, -1.04977, 6.42857)  0.000
H (-2.47224, -1.57256, 5.36351)  -0.001
H (2.35718, 0.38655, -4.58040)  0.000
H (4.82461, -6.48676, -2.57596)  0.000
H (2.34759, 3.57214, 5.14834)  0.000
H (1.10199, 4.57432, 3.22145)  0.000
H (2.19950, 1.86500, 5.53708)  0.000
H (-5.75314, 2.93769, 0.66339)  0.000
H (-5.89474, -0.61193, -2.29317)  0.000
H (-3.86289, 2.87637, 2.44193)  0.000
H (-5.17164, 1.47351, -1.29219)  0.000
H (0.80150, 2.95163, 5.69905)  0.000
H (3.20763, 3.17296, 2.87817)  0.000
H (-4.48701, -1.41929, -2.99725)  0.001
H (1.28963, 1.52721, -5.38905)  0.000
H (-5.24810, -2.08772, -1.56036)  0.001
H (4.71753, -1.39685, -1.21462)  0.000
H (-0.43353, 2.84054, -2.34898)  0.000
H (2.11830, 3.25410, -2.14531)  0.000
H (-2.17471, 3.07884, 1.93405)  0.000
H (3.18985, 1.43706, 3.19426)  0.000
H (-1.65809, 3.74238, -0.47392)  0.000
H (3.76126, -2.72065, -0.51968)  0.002
H (0.32303, 3.54008, 2.01397)  0.000
H (-5.36682, 3.59831, -0.94021)  0.000

As for the charge: +2. The spin multiplicity is 2. As for the orbital gap (spin up / spin down): 0.2149 / 0.2568 hartree. The calculation puts the LUMO energy (spin up / spin down) at -8.13 / -7.02 eV. Its expectation value of S² is 1.19.



Formula: C12H12F5N5O6SSr
Source: OMol25
Level of theory: ωB97M-V/def2-TZVPD

Each line ends with the Mulliken charge.
Atoms and positions in Å:
Sr (1.02355, 1.62191, -0.05513)  2.420
S (0.93902, -3.04503, -1.58531)  -0.440
F (1.48387, 2.49041, -3.47941)  -0.270
F (2.68301, 0.68027, -3.37365)  -0.288
F (3.43125, 3.62450, -1.64548)  -0.380
F (3.58055, 2.54569, -4.03693)  -0.314
F (4.19272, 1.55261, -1.42725)  -0.375
O (-0.80409, 2.23002, -1.02142)  -1.035
O (-5.40738, -0.60204, 2.45430)  -0.717
O (-4.42688, -2.64256, 2.53153)  -0.738
O (-2.86213, 2.82930, -0.36174)  -0.757
O (1.88395, 2.20287, 1.82710)  -1.003
O (3.11507, 1.70790, 3.64332)  -0.765
N (-0.96389, -1.21095, -1.87169)  -0.305
N (-0.01864, -0.23874, -2.21874)  -0.114
N (2.48388, -0.21433, 0.70500)  -0.609
N (-1.63161, -3.17897, -0.94225)  -0.465
N (-0.76558, 0.17152, 0.68208)  0.242
C (-0.79432, -0.97066, 1.37003)  -0.349
C (2.70527, 2.01170, -3.13174)  0.927
C (-0.60613, -2.43331, -1.45676)  0.180
C (2.99052, 2.28692, -1.66191)  -0.319
C (-3.14718, -0.81075, 1.77749)  0.485
C (-1.91681, 0.84638, 0.54755)  0.709
C (-1.87799, 2.09850, -0.33437)  0.202
C (2.53723, -0.07368, 2.16961)  -0.238
C (-3.11322, 0.39974, 1.09533)  -0.920
C (-4.47636, -1.41267, 2.31537)  0.375
C (2.52934, 1.42293, 2.59839)  0.569
C (-1.94809, -1.50078, 1.91592)  -1.493
H (2.36337, -1.18424, 0.43072)  0.073
H (-4.01575, 0.97817, 0.96043)  0.614
H (0.23383, -0.33943, -3.19387)  0.244
H (3.39846, -0.56932, 2.62325)  0.361
H (-1.94297, -2.45420, 2.42790)  0.489
H (-1.32438, -4.01836, -0.48435)  0.252
H (3.37351, 0.09674, 0.32094)  0.235
H (-1.88273, -0.87389, -1.62750)  0.262
H (-2.37835, -2.68962, -0.46324)  0.223
H (-0.42289, 0.68803, -2.05970)  0.319
H (1.63565, -0.50940, 2.60488)  0.126
H (0.14331, -1.51319, 1.43134)  0.585

As for the charge: -2. The spin multiplicity is 1. As for the orbital gap: 0.2817 hartree. The calculation puts the LUMO energy at 4.33 eV.



| no. | total energy (eV) |
| --- | --- |
| 1 | -39955.9111 |
| 2 | -124955.0863 |
| 3 | -57638.4642 |